ORCA calculation (wB97M-V/def2-TZVPD) on a molecular structure, C19H31As2CoN2Si.

multiplicity = 2
HOMO level (spin up / spin down) = -10.58 / -10.59 eV
total energy = -190364.3423 eV
total charge = +1
M = 524.3 g/mol

Last column: Mulliken spin population.
Element x y z (Å)
Co1 0.393 0.121 0.199  1.156
C1 3.703 -1.197 1.300  0.006
C2 3.503 0.193 0.782  0.002
C3 4.545 1.095 0.738  0.005
C4 4.307 2.400 0.297  -0.002
C5 3.045 2.795 -0.078  0.000
C6 2.025 1.833 -0.038  -0.040
N1 2.282 0.557 0.353  -0.006
N2 0.700 1.943 -0.321  -0.001
Si1 0.087 3.086 -1.501  0.001
C7 0.011 4.820 -0.794  -0.001
C8 1.206 3.054 -3.000  -0.001
C9 -1.634 2.575 -2.007  -0.001
H1 4.375 -1.188 2.157  0.000
H2 4.146 -1.844 0.539  0.000
H3 2.754 -1.621 1.624  0.000
H4 5.527 0.788 1.067  0.000
H5 5.120 3.114 0.277  0.000
H6 2.828 3.809 -0.377  0.000
H7 0.994 5.272 -0.651  0.000
H8 -0.506 4.839 0.168  0.000
H9 -0.541 5.470 -1.478  0.000
H10 2.201 3.444 -2.779  0.000
H11 0.795 3.655 -3.814  0.000
H12 1.330 2.034 -3.372  0.000
H13 -2.337 2.679 -1.184  0.000
H14 -1.678 1.549 -2.381  0.001
H15 -1.982 3.231 -2.807  0.000
C10 -3.429 1.057 0.721  -0.003
As1 -1.850 -0.044 0.905  -0.056
C11 -1.627 -0.001 2.838  0.002
C12 -2.504 -1.851 0.657  0.002
C13 -3.850 -2.185 0.762  -0.002
C14 -4.243 -3.512 0.673  0.000
C15 -3.297 -4.508 0.487  -0.001
C16 -1.955 -4.180 0.368  0.001
C17 -1.556 -2.850 0.440  0.000
As2 0.278 -2.293 0.150  -0.057
C18 1.291 -3.839 0.746  -0.003
C19 0.423 -2.481 -1.784  0.007
H16 -4.171 0.705 1.436  -0.001
H17 -3.825 1.009 -0.290  0.000
H18 -3.171 2.085 0.965  0.000
H19 -2.542 -0.350 3.315  0.000
H20 -1.412 1.020 3.151  0.002
H21 -0.800 -0.647 3.127  -0.001
H22 -4.601 -1.422 0.919  0.000
H23 -5.290 -3.768 0.756  0.000
H24 -3.605 -5.544 0.427  0.000
H25 -1.231 -4.968 0.208  0.000
H26 1.047 -4.666 0.083  -0.001
H27 1.015 -4.093 1.767  0.000
H28 2.360 -3.649 0.691  0.000
H29 0.057 -3.459 -2.092  0.000
H30 1.465 -2.364 -2.077  0.000
H31 -0.173 -1.708 -2.268  -0.004

***

ORCA calculation (wB97M-V/def2-TZVPD) on a molecular structure, C18H43As2N6Y in a non-equilibrium geometry.

HOMO level = -17.44 eV
total energy = -150989.2061 eV
total charge = +4
M = 582.3 g/mol

Last column: natural (NBO) charge in e.
Element x y z (Å)
Y1 1.145 2.143 2.184  2.015
N1 2.611 4.033 2.543  -0.968
C1 2.031 4.576 3.840  -0.256
C2 2.010 3.558 4.986  -0.240
N2 1.091 2.405 4.586  -0.585
C3 1.439 1.123 5.247  -0.259
C4 1.336 -0.083 4.350  -0.257
N3 2.021 0.060 3.072  -0.943
C5 -0.351 2.813 4.970  -0.244
C6 -1.372 2.077 4.117  -0.256
N4 -1.165 2.509 2.652  -0.959
H1 3.618 3.898 2.653  0.427
H2 2.573 4.651 1.735  0.430
H3 1.040 4.974 3.612  0.217
H4 2.642 5.471 4.120  0.276
H5 1.496 4.055 5.772  0.246
H6 3.010 3.224 5.301  0.251
H7 0.824 1.001 6.118  0.248
H8 2.484 1.258 5.630  0.243
H9 0.347 -0.361 4.017  0.207
H10 1.619 -1.010 4.955  0.269
H11 1.906 -0.863 2.593  0.437
H12 3.019 0.218 3.131  0.407
H13 -0.439 3.883 4.937  0.233
H14 -0.472 2.477 6.019  0.253
H15 -2.356 2.298 4.543  0.267
H16 -1.316 0.975 4.138  0.223
H17 -1.500 3.461 2.601  0.420
H18 -1.788 1.958 2.061  0.428
C7 1.625 -1.307 -1.260  -0.872
As1 0.756 0.379 -0.591  0.736
C8 -1.023 -0.426 -0.531  -0.924
C9 0.396 1.508 -2.271  -0.240
C10 0.181 0.778 -3.420  -0.249
C11 -0.110 1.443 -4.602  -0.149
C12 -0.437 2.886 -4.517  -0.140
C13 -0.436 3.616 -3.285  -0.211
C14 -0.016 2.918 -2.153  -0.362
As2 -0.302 3.662 -0.387  0.813
C15 -2.281 3.589 -0.424  -0.913
C16 0.168 5.501 -0.485  -0.954
H19 1.040 -2.038 -1.744  0.246
H20 2.021 -1.601 -0.269  0.221
H21 2.459 -1.005 -1.925  0.263
H22 -1.066 -0.990 -1.491  0.253
H23 -1.827 0.236 -0.579  0.234
H24 -1.038 -1.187 0.306  0.235
H25 0.349 -0.270 -3.422  0.220
H26 0.124 0.941 -5.564  0.262
H27 -0.798 3.464 -5.341  0.248
H28 -0.757 4.658 -3.269  0.237
H29 -2.618 4.180 -1.293  0.270
H30 -2.718 4.072 0.412  0.231
H31 -2.667 2.582 -0.533  0.244
H32 -0.117 5.801 -1.520  0.268
H33 1.242 5.666 -0.259  0.244
H34 -0.389 6.112 0.237  0.261
N5 -1.122 -9.621 -6.542  -0.881
C17 -2.268 -9.746 -5.685  -0.253
C18 -1.919 -9.637 -4.222  -0.227
N6 -0.708 -8.750 -4.127  -0.689
H35 -1.346 -8.948 -7.238  0.398
H36 -0.589 -10.438 -6.839  0.409
H37 -0.085 -9.044 -4.921  0.473
H38 -2.819 -10.726 -5.905  0.244
H39 -2.747 -8.830 -5.962  0.205
H40 -1.714 -10.598 -3.751  0.240
H41 -2.623 -9.045 -3.654  0.222
H42 -0.992 -7.787 -4.272  0.422
H43 -0.332 -8.779 -3.185  0.437

***

ORCA calculation (wB97M-V/def2-TZVPD) on a molecular structure, C27H34FI2N4NaO2PS4 in a non-equilibrium geometry.

HOMO level = -9.86 eV
total energy = -114564.5982 eV
total charge = +1
M = 901.6 g/mol

Last column: Mulliken charge in e.
Element x y z (Å)
C1 4.977 -0.790 -3.235  -1.234
C2 3.817 -0.371 -2.321  -0.727
N1 4.127 -0.467 -0.871  0.323
C3 4.573 -1.803 -0.524  -1.716
C4 4.202 -2.266 0.880  -0.904
C5 4.981 0.541 -0.412  0.272
S1 6.281 0.307 0.547  -0.188
S2 4.652 2.177 -0.979  -0.280
C6 2.805 2.274 -0.876  -0.192
C7 2.397 3.321 0.150  -1.252
C8 0.978 3.169 0.769  -1.338
C9 0.373 1.775 0.841  -0.029
C10 1.048 0.858 1.680  0.962
C11 2.277 1.223 2.478  0.575
C12 2.006 2.193 3.632  -1.495
F1 2.807 0.057 3.045  -0.423
C13 0.560 -0.426 1.820  -1.048
C14 -0.595 -0.798 1.150  1.562
C15 -1.321 0.069 0.347  -1.105
C16 -0.818 1.385 0.187  -0.407
C17 -1.528 2.430 -0.637  -0.909
I1 -3.563 2.589 0.071  0.155
C18 -1.382 2.414 -2.202  -0.183
C19 -2.646 2.278 -3.026  -1.638
I2 0.069 1.000 -2.977  -0.001
N2 -2.529 -0.400 -0.273  1.430
N3 -2.358 -0.856 -1.644  -0.420
C20 -1.734 -1.863 -1.915  0.413
S3 -0.826 -3.044 -2.348  -0.338
C21 -3.380 -1.266 0.483  -0.707
C22 -4.779 -1.169 0.400  0.962
P1 -5.763 -0.024 -0.626  0.672
N4 -6.217 1.238 0.152  -0.767
O1 -6.999 -0.918 -1.165  -0.562
O2 -4.945 0.227 -1.962  -0.427
C23 -5.572 -2.037 1.151  -1.048
C24 -5.030 -3.020 1.967  -1.204
C25 -3.650 -3.166 2.036  1.031
C26 -3.082 -4.269 2.888  -1.773
C27 -2.855 -2.281 1.302  0.794
S4 -1.098 -2.465 1.407  -0.456
H1 4.906 -1.868 -3.410  0.223
H2 4.898 -0.329 -4.211  0.411
H3 5.946 -0.607 -2.776  0.284
H4 2.991 -1.057 -2.501  0.623
H5 3.452 0.607 -2.589  0.341
H6 4.024 -2.482 -1.198  0.990
H7 5.650 -1.950 -0.706  0.480
H8 4.083 -3.352 0.901  0.434
H9 4.910 -1.939 1.628  0.347
H10 3.228 -1.861 1.124  0.028
H11 2.479 1.264 -0.652  -0.015
H12 2.489 2.548 -1.872  0.821
H13 3.154 3.409 0.922  0.512
H14 2.418 4.280 -0.361  0.579
H15 1.072 3.496 1.799  0.400
H16 0.342 3.903 0.302  0.377
H17 3.080 1.614 1.862  -0.331
H18 2.501 1.825 4.523  0.460
H19 2.433 3.167 3.409  0.396
H20 0.945 2.315 3.819  0.306
H21 1.047 -1.136 2.465  0.760
H22 -1.157 3.390 -0.348  0.580
H23 -0.940 3.364 -2.476  0.612
H24 -2.358 2.345 -4.076  0.506
H25 -3.135 1.322 -2.894  0.312
H26 -3.316 3.111 -2.851  0.446
H27 -7.223 1.345 0.164  0.192
H28 -7.708 -0.866 -0.518  0.359
H29 -5.012 -0.549 -2.539  0.342
H30 -6.646 -1.967 1.103  0.217
H31 -5.678 -3.675 2.529  0.458
H32 -3.630 -5.180 2.659  0.414
H33 -3.200 -4.063 3.947  0.323
H34 -2.042 -4.479 2.673  0.452
Na1 5.737 -3.771 -1.244  0.980

***

Question: Which value of M does entry 1 give?
Answer: 524.3 g/mol

***

Please write out number 2 again, unchanged.
ORCA calculation (wB97M-V/def2-TZVPD) on a molecular structure, C18H43As2N6Y in a non-equilibrium geometry.

HOMO level = -17.44 eV
total energy = -150989.2061 eV
total charge = +4
M = 582.3 g/mol

Last column: natural (NBO) charge in e.
Element x y z (Å)
Y1 1.145 2.143 2.184  2.015
N1 2.611 4.033 2.543  -0.968
C1 2.031 4.576 3.840  -0.256
C2 2.010 3.558 4.986  -0.240
N2 1.091 2.405 4.586  -0.585
C3 1.439 1.123 5.247  -0.259
C4 1.336 -0.083 4.350  -0.257
N3 2.021 0.060 3.072  -0.943
C5 -0.351 2.813 4.970  -0.244
C6 -1.372 2.077 4.117  -0.256
N4 -1.165 2.509 2.652  -0.959
H1 3.618 3.898 2.653  0.427
H2 2.573 4.651 1.735  0.430
H3 1.040 4.974 3.612  0.217
H4 2.642 5.471 4.120  0.276
H5 1.496 4.055 5.772  0.246
H6 3.010 3.224 5.301  0.251
H7 0.824 1.001 6.118  0.248
H8 2.484 1.258 5.630  0.243
H9 0.347 -0.361 4.017  0.207
H10 1.619 -1.010 4.955  0.269
H11 1.906 -0.863 2.593  0.437
H12 3.019 0.218 3.131  0.407
H13 -0.439 3.883 4.937  0.233
H14 -0.472 2.477 6.019  0.253
H15 -2.356 2.298 4.543  0.267
H16 -1.316 0.975 4.138  0.223
H17 -1.500 3.461 2.601  0.420
H18 -1.788 1.958 2.061  0.428
C7 1.625 -1.307 -1.260  -0.872
As1 0.756 0.379 -0.591  0.736
C8 -1.023 -0.426 -0.531  -0.924
C9 0.396 1.508 -2.271  -0.240
C10 0.181 0.778 -3.420  -0.249
C11 -0.110 1.443 -4.602  -0.149
C12 -0.437 2.886 -4.517  -0.140
C13 -0.436 3.616 -3.285  -0.211
C14 -0.016 2.918 -2.153  -0.362
As2 -0.302 3.662 -0.387  0.813
C15 -2.281 3.589 -0.424  -0.913
C16 0.168 5.501 -0.485  -0.954
H19 1.040 -2.038 -1.744  0.246
H20 2.021 -1.601 -0.269  0.221
H21 2.459 -1.005 -1.925  0.263
H22 -1.066 -0.990 -1.491  0.253
H23 -1.827 0.236 -0.579  0.234
H24 -1.038 -1.187 0.306  0.235
H25 0.349 -0.270 -3.422  0.220
H26 0.124 0.941 -5.564  0.262
H27 -0.798 3.464 -5.341  0.248
H28 -0.757 4.658 -3.269  0.237
H29 -2.618 4.180 -1.293  0.270
H30 -2.718 4.072 0.412  0.231
H31 -2.667 2.582 -0.533  0.244
H32 -0.117 5.801 -1.520  0.268
H33 1.242 5.666 -0.259  0.244
H34 -0.389 6.112 0.237  0.261
N5 -1.122 -9.621 -6.542  -0.881
C17 -2.268 -9.746 -5.685  -0.253
C18 -1.919 -9.637 -4.222  -0.227
N6 -0.708 -8.750 -4.127  -0.689
H35 -1.346 -8.948 -7.238  0.398
H36 -0.589 -10.438 -6.839  0.409
H37 -0.085 -9.044 -4.921  0.473
H38 -2.819 -10.726 -5.905  0.244
H39 -2.747 -8.830 -5.962  0.205
H40 -1.714 -10.598 -3.751  0.240
H41 -2.623 -9.045 -3.654  0.222
H42 -0.992 -7.787 -4.272  0.422
H43 -0.332 -8.779 -3.185  0.437